Entry 1:
Entry from OMol25: C34H16ClF6MnN9O8S2 as an isolated structure (ωB97M-V/def2-TZVPD).

## Properties
- Lowest unoccupied orbital energy (spin up / spin down): -9.01 / -9.00 eV
- ⟨S²⟩: 0.86
- Orbital gap (spin up / spin down): 5.7 / 5.7 eV
- Multiplicity: 2
- Highest occupied orbital energy (spin up / spin down): -0.5418 / -0.5416 Ha
- Maximum force: 0.48 eV/A
- Charge: +2

Each line ends with the Löwdin charge.
Positions of all 77 atoms, in Å:
Mn: -0.07694 0.25415 -0.29117  0.89
C: 4.76613 4.24470 -0.30781  0.00
C: 3.89400 5.06495 -1.01727  0.00
C: 2.72044 4.56153 -1.58376  0.05
C: 2.45904 3.22613 -1.36868  -0.10
C: 1.36078 2.38025 -1.79651  -0.20
N: 1.49371 1.09484 -1.28817  0.10
C: 2.74401 1.07568 -0.67606  -0.20
N: 3.37301 0.00019 -0.31748  0.27
C: 2.69894 -1.13002 -0.32393  -0.19
C: 3.33087 -2.44090 -0.29106  -0.11
C: 4.64931 -2.82359 -0.33739  0.05
C: 4.90446 -4.19904 -0.25185  -0.01
C: 3.87453 -5.11732 -0.10690  0.00
C: 2.53496 -4.70729 -0.03745  0.05
C: 2.30090 -3.35862 -0.14420  -0.10
C: 1.06843 -2.57802 -0.06749  -0.17
N: -0.08015 -3.08736 0.26805  0.28
C: -1.16876 -2.38241 0.11843  -0.20
N: -1.24707 -1.27302 -0.70228  0.09
C: -2.59747 -0.99839 -0.83941  -0.20
N: -3.06702 -0.18402 -1.74241  0.27
C: -2.23530 0.58896 -2.39484  -0.17
N: -0.98934 0.99114 -1.96941  0.11
C: -0.57873 1.96458 -2.83855  -0.18
N: 0.45585 2.74323 -2.66005  0.27
C: -1.52633 2.10944 -3.93615  -0.09
C: -1.51388 2.90024 -5.05884  0.05
C: -2.60659 2.77176 -5.92735  -0.01
C: -3.65085 1.90132 -5.65051  -0.01
C: -3.65867 1.11630 -4.48833  0.05
C: -2.57386 1.24299 -3.65567  -0.09
C: -3.37869 -1.83768 0.05358  -0.08
C: -4.72133 -1.86414 0.35192  0.05
C: -5.13045 -2.79507 1.31404  0.00
C: -4.22694 -3.66267 1.91630  0.00
C: -2.86739 -3.64525 1.58675  0.06
C: -2.47379 -2.71163 0.65590  -0.09
N: 1.34695 -1.23399 -0.26333  0.13
C: 3.32737 2.40915 -0.65669  -0.10
C: 4.50575 2.88268 -0.12793  0.05
H: 5.66871 4.66925 0.11011  0.13
H: 4.13260 6.11298 -1.13618  0.13
H: 2.04782 5.18932 -2.15200  0.14
H: 5.45219 -2.10456 -0.42608  0.13
H: 5.92657 -4.55022 -0.28833  0.13
H: 4.11063 -6.17001 -0.03302  0.13
H: 1.72936 -5.41543 0.10060  0.13
H: -0.70891 3.59325 -5.26213  0.13
H: -2.63807 3.36820 -6.82877  0.13
H: -4.47922 1.83079 -6.34193  0.13
H: -4.48082 0.45245 -4.25827  0.13
H: -5.42453 -1.19042 -0.11827  0.14
H: -6.17329 -2.83782 1.59725  0.13
H: -4.58177 -4.36520 2.65791  0.13
H: -2.15755 -4.30980 2.05977  0.14
H: 5.19002 2.24006 0.40895  0.14
O: -1.40836 2.91434 2.10551  -0.15
Cl: -1.02176 2.51876 0.82649  0.82
O: -1.19181 3.49605 -0.18080  -0.21
O: 0.39070 1.99191 0.78542  -0.32
O: -1.71961 1.23725 0.40752  -0.33
F: 2.22927 0.55514 2.43853  0.14
C: 1.84855 -0.51777 3.13978  -0.65
F: 2.20648 -0.38115 4.38830  0.20
F: 2.44173 -1.59106 2.60288  0.15
S: 0.00935 -0.72705 2.96746  0.67
O: -0.16177 -0.39391 1.51086  -0.41
O: -0.25588 -2.10506 3.22085  -0.22
N: -0.70882 0.39396 3.69937  -0.26
S: -0.84900 0.45915 5.33667  0.64
O: -0.29914 -0.69686 5.97030  -0.25
O: -0.51926 1.77776 5.75141  -0.23
C: -2.67700 0.30012 5.43295  -0.69
F: -3.03535 0.24583 6.70237  0.18
F: -3.26332 1.33450 4.84298  0.15
F: -3.06861 -0.81851 4.81548  0.13

---

Entry 2:
Entry from OMol25: C34H21BrCoF4N5O5PS as an isolated structure at a distorted geometry (ωB97M-V/def2-TZVPD).

## Properties
- Lowest unoccupied orbital energy (spin up / spin down): -1.01 / -0.99 eV
- ⟨S²⟩: 0.81
- Orbital gap (spin up / spin down): 5.9 / 5.9 eV
- Multiplicity: 2
- Highest occupied orbital energy (spin up / spin down): -0.2534 / -0.2514 Ha
- Maximum force: 1.02 eV/A

Each line ends with the Löwdin charge.
Positions of all 73 atoms, in Å:
Co: 0.15200 1.09257 -0.34481  0.33
F: -3.93439 -0.31301 4.97726  0.17
C: -2.82822 -0.50499 4.29168  -0.13
C: -2.16855 -1.72149 4.36742  -0.13
F: -2.64350 -2.68483 5.13744  0.15
C: -1.02487 -1.90608 3.62367  -0.20
F: -0.39880 -3.08097 3.72857  0.09
C: -0.49380 -0.93262 2.77466  -0.20
P: 0.78241 -1.52310 1.60457  0.93
C: 2.13984 -2.13233 2.61197  -0.31
C: 2.50902 -1.36879 3.71532  -0.07
C: 3.57558 -1.77030 4.49887  -0.06
C: 4.26954 -2.92883 4.17639  -0.06
C: 3.90446 -3.68117 3.06919  -0.06
C: 2.83706 -3.28547 2.28090  -0.07
C: 0.04345 -2.85047 0.59455  -0.26
C: 0.06015 -2.61564 -0.78385  -0.06
C: -0.51469 -3.52467 -1.65761  -0.05
C: -1.12915 -4.66738 -1.16885  -0.06
C: -1.14762 -4.90598 0.19829  -0.07
C: -0.56161 -4.01207 1.07872  -0.07
C: -1.13678 0.31602 2.77417  -0.50
Br: -0.39367 1.89937 2.02742  1.04
C: -2.29034 0.50725 3.52097  -0.27
F: -2.89796 1.68543 3.51787  0.10
H: 1.97136 -0.45471 3.94102  0.12
H: 3.86659 -1.17809 5.35594  0.11
H: 5.09973 -3.24594 4.79370  0.11
H: 4.45643 -4.57646 2.81625  0.11
H: 2.55022 -3.86196 1.40959  0.11
H: 0.50566 -1.71287 -1.18220  0.08
H: -0.49325 -3.32467 -2.72053  0.11
H: -1.59598 -5.36662 -1.84986  0.11
H: -1.62701 -5.79638 0.58414  0.11
H: -0.56545 -4.24513 2.13287  0.10
O: -6.06450 2.91719 -3.22079  0.03
N: -5.04322 3.21112 -3.83562  -0.36
O: -5.07066 3.79154 -4.91493  0.04
C: -3.76746 2.88052 -3.26982  -0.11
C: -2.63849 3.41485 -3.88543  0.06
C: -1.36775 3.27717 -3.35704  -0.14
C: -0.14464 3.76687 -3.96402  -0.02
C: 1.02594 3.61916 -3.33836  -0.03
C: 1.14520 3.01213 -1.97807  -0.21
N: -0.11981 2.60218 -1.40224  0.01
C: -1.22108 2.61500 -2.12169  -0.16
C: -2.32652 1.83791 -1.62523  -0.12
N: -1.99858 0.91687 -0.69021  0.07
C: -2.96337 0.18646 -0.16435  -0.12
C: -4.29557 0.32837 -0.54835  -0.04
C: -4.63495 1.21641 -1.54258  0.02
C: -3.63041 2.00346 -2.14484  -0.06
H: -2.78282 3.97281 -4.79976  0.13
H: -0.20011 4.23324 -4.94060  0.12
H: 1.93958 3.98012 -3.79520  0.11
H: 1.65047 3.72040 -1.30432  0.15
H: -2.66853 -0.55753 0.56772  0.10
H: -5.05796 -0.28145 -0.08299  0.11
H: -5.65526 1.30441 -1.87277  0.10
O: 1.18529 0.58638 -2.01721  -0.22
C: 2.00955 1.65626 -1.87852  -0.61
C: 3.30792 1.71565 -2.69766  -0.09
C: 4.22838 2.56013 -1.80521  -0.06
C: 3.75861 2.25348 -0.37733  -0.47
O: 4.33030 2.52270 0.64360  0.12
N: 2.52171 1.58490 -0.46580  -0.11
H: 3.16483 2.10846 -3.70128  0.11
H: 3.68233 0.69111 -2.77342  0.12
H: 4.12562 3.63143 -1.99347  0.12
H: 5.28418 2.30810 -1.89135  0.12
O: 3.66133 -0.41552 0.82391  -0.43
S: 2.62486 -0.20338 -0.17466  0.97
N: 1.12769 -0.29653 0.64417  -0.48

---

Entry 3:
Entry from OMol25: C34H22N7O4Sr as an isolated structure at a distorted geometry (ωB97M-V/def2-TZVPD).

## Properties
- Lowest unoccupied orbital energy: 1.11 eV
- Orbital gap: 4.8 eV
- Highest occupied orbital energy: -0.1356 Ha
- Maximum force: 5.49 eV/A
- Charge: -1

Each line ends with the Löwdin charge.
Positions of all 68 atoms, in Å:
Sr: 10.48534 11.31935 11.27970  1.41
O: 13.75663 9.13470 8.88679  0.00
C: 12.77866 9.66136 9.37622  -0.56
N: 12.23497 9.52401 10.59864  -0.02
C: 12.79230 8.64242 11.51266  -0.22
C: 13.69886 7.61790 11.05019  -0.04
C: 14.37029 6.82961 11.97523  -0.12
C: 14.27330 7.15397 13.37246  -0.12
C: 13.42723 8.15827 13.82431  -0.04
C: 12.60876 8.88559 12.91678  -0.30
N: 11.77026 9.84682 13.23082  0.02
C: 11.49595 9.96738 14.58424  -0.44
O: 11.79028 9.26294 15.55877  -0.03
C: 10.76777 11.25408 15.01985  -0.19
C: 10.72151 11.49605 16.44616  0.02
C: 9.88945 12.51239 16.80699  -0.10
C: 9.24444 13.22374 15.84676  -0.09
C: 9.55414 13.06867 14.49326  -0.12
N: 10.17907 11.95786 14.09178  0.06
C: 12.01952 10.47885 8.43882  -0.20
C: 12.66373 10.87657 7.24462  0.02
C: 11.94068 11.57579 6.26794  -0.08
C: 10.60660 11.77108 6.48641  -0.09
C: 10.04453 11.52400 7.77063  -0.13
N: 10.79728 10.97774 8.72163  -0.01
H: 13.81652 7.59537 9.98438  0.07
H: 15.04291 5.99393 11.63057  0.09
H: 14.73136 6.55326 14.12595  0.07
H: 13.27125 8.30923 14.87131  0.07
H: 11.07296 10.66352 17.06629  0.12
H: 9.66003 12.70915 17.85245  0.11
H: 8.50193 13.98072 16.00460  0.10
H: 9.11292 13.75989 13.78116  0.10
H: 13.72014 10.56404 7.16224  0.12
H: 12.33273 11.87970 5.29072  0.11
H: 9.97062 12.22763 5.71107  0.10
H: 9.00088 11.76325 7.98137  0.11
O: 4.81741 16.16410 11.03343  -0.07
C: 4.62322 14.94554 11.30527  -0.64
O: 3.60131 14.30989 11.71583  -0.07
C: 5.93919 14.11645 11.31055  -0.09
C: 5.92444 12.72395 11.47786  0.07
C: 7.12906 12.03256 11.44837  -0.22
N: 8.29620 12.65220 11.25663  0.05
C: 8.31114 14.00939 11.10955  -0.22
C: 7.11447 14.78611 11.13474  0.06
C: 9.54776 14.66363 10.87232  -0.24
C: 9.66646 15.99984 10.34112  0.01
C: 10.85555 16.69446 10.51859  -0.06
C: 12.00768 15.99974 10.97609  -0.08
C: 11.88249 14.64274 11.15916  -0.12
N: 10.67005 13.97386 11.11960  0.01
C: 7.21242 10.59965 11.75963  -0.23
C: 6.21896 9.96486 12.49384  0.00
C: 6.36150 8.61775 12.84658  -0.05
C: 7.47348 7.91142 12.43602  -0.05
C: 8.39836 8.62115 11.69058  -0.10
N: 8.32484 9.94219 11.40349  0.01
H: 4.99128 12.22957 11.74784  0.12
H: 7.16705 15.93457 10.96693  0.15
H: 8.68693 16.41960 10.02483  0.11
H: 10.92717 17.80580 10.33897  0.12
H: 13.05135 16.42642 10.94105  0.12
H: 12.73732 13.92941 11.27444  0.13
H: 5.36068 10.59318 12.88166  0.13
H: 5.63217 8.05426 13.43666  0.11
H: 7.66848 6.88450 12.59368  0.10
H: 9.29810 8.12001 11.30135  0.13

---

Question: Which of these has the highest maximum force?
Answer: C34H22N7O4Sr

---

Question: What is the maximum force in the first record?
Answer: 0.48 eV/A

---

Question: What is the maximum force in the first record?
Answer: 0.48 eV/A

---

Question: The highest maximum force belongs to which entry?
Answer: C34H22N7O4Sr